[1]
11
Properties=species:S:1:pos:R:3 method="wB97M-V/def2-TZVPD" gap_ev=10.1503 relative_energy_kcal_mol=89.6 total_charge=+1
N -0.83 -1.68 0.74
H 1.65 0.29 0.76
H 1.53 -0.32 -1.06
C 0.91 -0.12 -0.12
H -0.94 2.84 -0.79
C 0.30 -1.53 0.18
N -1.50 -0.60 0.90
C -1.72 0.56 0.73
C 0.04 0.96 -0.35
H 0.93 -2.34 -0.19
N -0.37 1.94 -0.80


[2]
37
Properties=species:S:1:pos:R:3 method="wB97M-V/def2-TZVPD" gap_ev=8.6264 total_charge=+1
O 3.05 1.24 -0.91
O -2.71 -0.59 -0.43
H -1.39 -3.04 -0.75
O -4.89 -0.06 -0.23
C 2.11 0.83 -1.87
C 0.81 -1.79 0.03
C 2.71 2.36 -0.10
H 3.85 3.11 1.59
H 0.58 0.93 2.23
C -3.76 0.30 -0.35
O 0.66 -0.95 -0.99
C -0.48 -1.91 0.84
F 1.30 -2.97 -0.35
C -3.28 1.73 -0.38
C 1.83 -0.65 -1.81
H 1.62 2.47 -0.05
H 1.17 1.39 -1.78
H -3.46 -1.77 1.10
H 2.56 2.03 2.06
N -0.61 -0.56 1.37
H -2.37 1.83 -0.96
H -3.11 2.06 0.65
H -3.67 -2.43 -0.50
H 2.51 1.03 -2.87
C -1.67 -2.65 0.23
H -0.15 -2.48 1.72
H 4.01 1.36 1.31
H 1.60 -1.02 -2.81
H 2.70 -1.20 -1.45
H -4.07 2.35 -0.80
C 0.52 -0.04 1.75
S 1.91 -0.93 1.38
H 3.11 3.26 -0.57
H -1.49 -0.05 1.44
H -1.87 -3.52 0.85
C 3.32 2.20 1.29
C -2.97 -1.88 0.13


Quick rundown of LUMO level, same order as above: -5.38; -4.34 eV
Quick rundown of DFT total energy, same order as above: -8670.140; -34940.409 eV